{
  "formula": "C32H38N4O6S4SbTcTe",
  "method": "ωB97M-V with the def2-TZVPD basis set",
  "species": ["Tc", "O", "C", "O", "C", "C", "C", "C", "C", "N", "C", "O", "O", "H", "H", "H", "H", "H", "S", "Sb", "S", "S", "S", "N", "C", "N", "C", "C", "O", "C", "C", "H", "H", "H", "H", "H", "H", "H", "H", "C", "C", "O", "N", "Te", "C", "C", "C", "C", "C", "C", "C", "C", "C", "C", "C", "C", "C", "C", "C", "C", "C", "C", "H", "H", "H", "H", "H", "H", "H", "H", "H", "H", "H", "H", "H", "H", "H", "H", "H", "H", "H", "H", "H", "H", "H", "H", "H"],
  "coordinates": [[0.819, 1.632, 1.029], [3.835, 3.072, 4.618], [3.015, 2.363, 3.866], [3.325, 1.713, 2.902], [1.592, 2.462, 4.337], [1.306, 2.837, 5.648], [-0.010, 2.851, 6.067], [-0.995, 2.511, 5.153], [-0.621, 2.168, 3.864], [0.656, 2.128, 3.452], [-1.598, 1.857, 2.801], [-2.870, 1.758, 3.033], [-1.225, 1.684, 1.641], [4.756, 2.963, 4.331], [2.114, 3.107, 6.312], [-0.269, 3.129, 7.080], [-2.032, 2.540, 5.465], [-3.124, 1.902, 3.956], [2.709, 4.021, -2.268], [0.768, 4.550, -1.405], [0.883, 3.854, 1.001], [0.112, 1.382, -1.122], [-1.182, 5.413, -1.852], [2.666, 1.281, 0.399], [3.731, 1.058, -0.014], [4.898, 0.815, -0.474], [6.117, 1.282, 0.229], [6.889, 2.193, -0.717], [7.141, 1.525, -1.933], [5.952, 1.230, -2.631], [5.109, 0.248, -1.827], [6.709, 0.401, 0.478], [5.822, 1.796, 1.141], [7.851, 2.450, -0.280], [6.322, 3.118, -0.888], [6.230, 0.789, -3.584], [5.376, 2.146, -2.820], [5.641, -0.695, -1.704], [4.141, 0.066, -2.292], [0.382, -1.745, 3.127], [-0.195, -1.386, 1.806], [-1.129, -2.055, 1.269], [0.281, -0.395, 1.054], [-1.043, -0.634, -0.502], [-0.547, -1.984, -2.027], [-1.226, -1.743, -3.234], [-2.086, -0.537, -3.521], [-1.071, -2.692, -4.236], [-0.283, -3.825, -4.065], [-0.164, -4.853, -5.146], [0.401, -3.988, -2.860], [0.293, -3.088, -1.815], [1.058, -3.329, -0.543], [-3.167, -0.497, -0.371], [-3.837, 0.735, -0.407], [-3.240, 2.105, -0.596], [-5.224, 0.690, -0.318], [-5.937, -0.496, -0.216], [-7.432, -0.508, -0.139], [-5.220, -1.688, -0.227], [-3.836, -1.738, -0.310], [-3.236, -3.122, -0.365], [1.167, -2.486, 2.951], [-0.376, -2.206, 3.757], [0.837, -0.883, 3.610], [-1.974, 0.277, -2.803], [-3.143, -0.806, -3.549], [-1.822, -0.123, -4.494], [-1.576, -2.530, -5.181], [-0.456, -4.452, -6.114], [-0.817, -5.701, -4.924], [0.853, -5.237, -5.216], [1.049, -4.849, -2.734], [1.929, -3.950, -0.749], [0.446, -3.856, 0.192], [1.417, -2.400, -0.104], [-2.171, 2.154, -0.451], [-3.705, 2.803, 0.100], [-3.463, 2.464, -1.603], [-5.761, 1.632, -0.344], [-7.837, 0.494, -0.009], [-7.772, -1.134, 0.687], [-7.851, -0.928, -1.056], [-5.757, -2.630, -0.184], [-3.844, -3.738, -1.025], [-3.253, -3.578, 0.625], [-2.218, -3.168, -0.734]],
  "forces_ev_per_a": [[0.456, 0.011, 0.244], [-0.057, -0.008, 0.190], [0.129, 0.106, -0.255], [-0.017, -0.036, 0.094], [0.055, -0.057, 0.084], [-0.061, 0.011, -0.052], [0.044, 0.029, 0.055], [-0.029, -0.021, -0.078], [0.130, 0.156, 0.289], [-0.036, -0.175, -0.187], [-0.061, 0.026, -0.124], [-0.231, -0.020, 0.048], [0.142, -0.065, 0.090], [-0.003, -0.024, -0.037], [0.006, 0.000, 0.011], [0.009, -0.001, -0.013], [0.004, 0.003, -0.008], [-0.020, -0.003, 0.010], [-0.048, -0.015, 0.042], [-0.102, 0.010, 0.101], [-0.033, 0.229, -0.178], [0.013, 0.069, -0.297], [0.109, -0.042, 0.046], [-0.096, -0.216, 0.005], [-0.068, 0.087, -0.147], [-0.104, 0.079, 0.125], [0.182, 0.025, 0.036], [-0.113, -0.059, -0.009], [0.013, 0.074, -0.022], [-0.065, 0.004, 0.145], [0.031, 0.001, -0.181], [-0.005, -0.004, 0.006], [-0.021, -0.018, 0.009], [0.032, -0.016, 0.008], [0.019, -0.019, -0.044], [0.028, -0.032, -0.023], [0.021, 0.013, -0.005], [-0.003, -0.015, 0.012], [-0.006, 0.011, 0.013], [-0.041, -0.031, 0.037], [-0.081, -0.193, -0.039], [0.098, -0.063, 0.122], [-0.370, 0.251, -0.027], [0.081, -0.165, -0.140], [-0.111, -0.071, -0.245], [0.024, 0.079, 0.177], [-0.001, -0.106, -0.019], [0.062, -0.017, 0.039], [-0.012, 0.011, -0.017], [-0.008, -0.024, -0.031], [0.020, 0.018, 0.002], [-0.013, 0.146, 0.112], [-0.018, -0.094, -0.046], [-0.109, -0.085, 0.040], [0.069, 0.105, 0.025], [-0.062, -0.060, -0.049], [-0.014, -0.043, 0.022], [0.050, 0.012, -0.011], [-0.025, 0.002, 0.003], [0.025, 0.046, -0.015], [0.018, -0.052, -0.087], [0.030, 0.036, 0.100], [-0.017, -0.007, 0.002], [0.019, 0.017, -0.004], [0.003, 0.004, -0.011], [0.011, 0.083, -0.002], [0.022, 0.009, 0.036], [-0.003, -0.015, 0.004], [0.012, -0.001, 0.007], [0.003, -0.012, 0.004], [0.011, 0.013, -0.008], [-0.013, 0.004, -0.001], [-0.013, 0.021, 0.003], [-0.024, 0.000, 0.008], [-0.005, 0.009, -0.001], [0.050, 0.062, 0.034], [0.009, 0.037, -0.018], [0.007, 0.008, -0.004], [0.019, -0.006, -0.013], [0.011, -0.020, -0.002], [0.005, -0.016, -0.004], [0.003, 0.010, -0.017], [0.001, 0.009, 0.021], [0.021, 0.016, -0.001], [-0.005, -0.008, 0.000], [0.018, 0.003, 0.012], [0.002, -0.019, -0.001]],
  "mulliken_charge": [0.41, -0.43, 0.06, -0.46, 0.33, -0.56, -0.97, -1.32, 0.87, 0.80, 0.80, -0.38, 0.06, 0.39, 0.58, 0.49, 0.36, 0.30, -0.34, 0.97, -0.26, -0.63, -0.33, -0.46, 0.57, -0.03, -0.44, -0.55, -0.36, -0.44, -0.44, 0.31, 0.32, 0.38, 0.32, 0.38, 0.21, 0.27, 0.38, -1.25, 0.36, -0.42, 0.31, 0.93, 0.81, 0.29, -1.83, -0.73, 0.42, -1.62, -0.69, 1.00, -1.46, 1.16, 1.24, -1.45, -1.03, 0.47, -1.56, -0.71, 0.62, -1.80, 0.35, 0.39, 0.19, -0.02, 0.41, 0.60, 0.51, 0.39, 0.32, 0.41, 0.53, 0.55, 0.33, 0.03, -0.29, 0.49, 0.52, 0.47, 0.38, 0.39, 0.35, 0.56, 0.58, 0.41, -0.10],
  "e_tot_ha": -4093.547721,
  "lumo_ev": [-10.4, -9.9],
  "total_charge": 3,
  "e_above_lowest_ev": 1.824,
  "multiplicity": 2
}